# C56H149F3N13O15Sr

C56H149F3N13O15Sr as an isolated structure at a distorted geometry (the ωB97M-V functional and the def2-TZVPD basis, the Open Molecules 2025 dataset).

## Properties
LUMO energy   -2.6 eV
Molar mass   1389.50 g mol⁻¹
Energy   -119551.64411 eV
Gap between HOMO and LUMO   0.268 hartree
Energy relative to the best compared isomer or geometry (same formula, charge and spin)   35.8 kcal/mol
Charge   +1

Atoms and positions in Å:
Sr: 2.35 -3.68 -1.63
C: 0.64 -1.13 0.53
O: -0.28 -0.88 -0.53
O: 1.37 -2.20 0.19
C: 1.42 0.16 0.89
F: 0.56 1.00 1.55
F: 2.43 -0.11 1.73
F: 1.91 0.91 -0.11
C: -1.46 -0.15 -0.14
C: -2.29 -0.01 -1.41
H: -1.73 0.54 -2.17
H: -2.65 -0.96 -1.81
H: -3.20 0.55 -1.18
H: -1.27 0.87 0.19
H: -1.98 -0.73 0.63
H: 0.09 -1.38 1.46
C: 1.69 -1.98 4.83
C: 2.93 -2.75 4.48
C: 4.19 -1.82 4.49
O: 5.46 -2.43 4.55
C: 5.97 -2.87 3.31
N: 3.15 -3.80 5.49
H: 0.81 -2.59 5.05
H: 1.36 -1.36 3.99
H: 1.84 -1.37 5.73
H: 2.79 -3.23 3.50
H: 4.04 -1.18 5.37
H: 4.17 -1.12 3.65
H: 6.83 -3.52 3.46
H: 6.13 -2.09 2.56
H: 5.12 -3.44 2.90
H: 3.39 -3.31 6.35
H: 4.08 -4.17 5.29
C: -2.98 -3.00 2.24
C: -2.98 -2.64 3.71
C: -2.29 -1.29 3.93
O: -3.01 -0.21 3.36
C: -2.40 1.04 3.58
N: -4.39 -2.63 4.15
H: -3.27 -4.05 2.16
H: -1.96 -3.06 1.85
H: -3.62 -2.41 1.58
H: -2.42 -3.41 4.25
H: -1.31 -1.28 3.43
H: -2.05 -1.24 5.00
H: -1.41 1.07 3.12
H: -2.30 1.32 4.64
H: -3.03 1.84 3.20
H: -4.47 -2.23 5.08
H: -4.83 -1.85 3.67
C: -4.81 2.41 -2.89
C: -6.16 1.93 -3.39
C: -6.09 1.69 -4.92
O: -5.62 2.81 -5.64
C: -6.52 3.90 -5.60
N: -6.39 0.64 -2.71
H: -4.47 3.27 -3.47
H: -4.05 1.63 -3.05
H: -4.73 2.72 -1.85
H: -6.89 2.72 -3.18
H: -7.08 1.37 -5.28
H: -5.48 0.80 -5.08
H: -6.07 4.65 -6.25
H: -6.53 4.35 -4.60
H: -7.55 3.65 -5.87
H: -7.35 0.36 -2.90
H: -6.51 0.79 -1.70
C: 3.93 3.58 7.34
C: 4.26 2.36 6.52
C: 3.39 2.12 5.29
O: 2.04 2.11 5.66
C: 1.23 1.82 4.55
N: 5.64 2.51 6.01
H: 3.87 4.49 6.74
H: 4.65 3.74 8.14
H: 2.96 3.54 7.84
H: 4.26 1.44 7.11
H: 3.74 1.22 4.77
H: 3.64 2.84 4.49
H: 1.40 2.51 3.72
H: 0.17 1.79 4.80
H: 1.43 0.78 4.26
H: 6.23 2.40 6.83
H: 5.80 3.45 5.68
C: 3.09 8.38 -1.80
C: 3.00 7.02 -2.45
C: 2.68 5.88 -1.47
O: 2.57 4.68 -2.20
C: 1.92 3.66 -1.49
N: 2.06 7.11 -3.58
H: 3.70 8.40 -0.90
H: 2.11 8.66 -1.38
H: 3.34 9.21 -2.45
H: 3.95 6.81 -2.96
H: 1.75 6.12 -0.93
H: 3.49 5.78 -0.73
H: 1.74 2.81 -2.15
H: 0.92 4.02 -1.23
H: 2.46 3.31 -0.61
H: 1.20 7.52 -3.21
H: 1.79 6.16 -3.82
C: 8.36 -0.02 3.03
C: 7.84 1.39 2.70
C: 6.37 1.43 2.34
O: 6.04 2.64 1.72
C: 4.74 2.62 1.14
N: 8.11 2.23 3.88
H: 8.30 -0.56 2.08
H: 7.63 -0.51 3.70
H: 9.37 -0.03 3.42
H: 8.46 1.80 1.90
H: 5.80 1.27 3.27
H: 6.11 0.58 1.68
H: 4.61 3.63 0.75
H: 3.98 2.42 1.90
H: 4.64 1.88 0.35
H: 7.82 1.73 4.72
H: 7.39 2.95 3.85
C: -5.57 5.60 2.95
C: -4.38 4.65 2.90
C: -3.19 5.04 2.01
O: -2.28 3.95 2.08
C: -1.39 3.94 1.00
N: -4.03 4.36 4.29
H: -5.93 5.73 1.92
H: -5.24 6.61 3.23
H: -6.34 5.23 3.61
H: -4.79 3.74 2.46
H: -2.73 6.00 2.27
H: -3.52 5.08 0.97
H: -0.66 3.13 1.10
H: -0.83 4.88 0.93
H: -1.86 3.75 0.03
H: -3.55 5.16 4.72
H: -3.25 3.70 4.30
C: 4.15 -4.91 0.86
C: 5.18 -4.78 -0.25
C: 6.22 -5.88 0.02
O: 7.07 -5.93 -1.10
C: 8.01 -7.02 -1.03
N: 4.42 -5.08 -1.48
H: 3.43 -5.73 0.73
H: 3.53 -4.04 1.11
H: 4.57 -5.17 1.83
H: 5.54 -3.76 -0.39
H: 5.65 -6.81 0.11
H: 6.69 -5.67 0.98
H: 7.72 -7.84 -0.36
H: 8.96 -6.65 -0.66
H: 8.12 -7.32 -2.07
H: 4.14 -6.04 -1.25
H: 5.18 -5.33 -2.13
C: 5.00 -2.03 -5.23
C: 4.49 -2.63 -3.92
C: 4.76 -1.62 -2.77
O: 4.21 -2.07 -1.51
C: 4.65 -1.22 -0.44
N: 3.06 -2.93 -4.05
H: 4.94 -2.68 -6.10
H: 6.02 -1.68 -5.10
H: 4.35 -1.18 -5.46
H: 5.01 -3.57 -3.74
H: 4.48 -0.60 -3.03
H: 5.85 -1.58 -2.68
H: 5.71 -1.40 -0.28
H: 4.11 -1.55 0.46
H: 4.34 -0.20 -0.64
H: 2.91 -3.51 -4.87
H: 2.56 -2.06 -4.30
C: -1.84 -4.53 -2.16
C: -0.98 -4.10 -3.32
C: -1.83 -3.52 -4.45
O: -0.98 -3.20 -5.53
C: -1.70 -3.13 -6.77
N: 0.12 -3.19 -2.88
H: -2.51 -5.33 -2.45
H: -2.37 -3.72 -1.65
H: -1.24 -4.95 -1.34
H: -0.46 -4.99 -3.70
H: -2.39 -2.65 -4.09
H: -2.57 -4.27 -4.74
H: -2.28 -2.20 -6.70
H: -2.38 -3.96 -6.97
H: -0.98 -3.01 -7.57
H: 0.50 -2.82 -3.76
H: -0.38 -2.39 -2.49
C: -5.69 -4.67 0.13
C: -5.90 -3.16 0.02
C: -6.84 -2.77 -1.14
O: -6.47 -3.32 -2.38
C: -5.16 -2.98 -2.78
N: -6.45 -2.64 1.27
H: -6.64 -5.18 -0.05
H: -5.37 -5.01 1.11
H: -5.06 -5.00 -0.70
H: -4.89 -2.75 -0.10
H: -6.90 -1.68 -1.19
H: -7.90 -3.03 -1.00
H: -5.12 -1.89 -2.90
H: -4.91 -3.46 -3.72
H: -4.35 -3.19 -2.07
H: -6.47 -1.63 1.31
H: -5.98 -3.02 2.08
C: -5.02 0.51 0.54
C: -6.06 0.87 1.58
C: -7.51 0.79 1.07
O: -7.77 1.36 -0.20
C: -7.54 2.75 -0.28
N: -5.95 0.02 2.79
H: -5.12 -0.53 0.20
H: -4.01 0.48 0.95
H: -5.06 1.26 -0.24
H: -5.90 1.92 1.88
H: -8.17 1.25 1.82
H: -7.81 -0.26 1.12
H: -8.12 3.34 0.44
H: -7.97 3.09 -1.22
H: -6.49 3.03 -0.21
H: -6.32 0.55 3.57
H: -4.93 -0.01 2.89
C: 1.01 0.67 -3.41
C: 0.16 -0.05 -4.45
C: -0.57 0.88 -5.39
O: -1.62 0.18 -6.02
C: -2.44 0.92 -6.88
N: 1.01 -1.00 -5.16
H: 0.47 1.44 -2.87
H: 1.94 1.04 -3.87
H: 1.44 0.00 -2.66
H: -0.62 -0.63 -3.95
H: 0.12 1.30 -6.13
H: -1.04 1.73 -4.88
H: -2.80 1.85 -6.41
H: -3.33 0.36 -7.16
H: -1.85 1.22 -7.76
H: 0.36 -1.54 -5.73
H: 1.59 -0.56 -5.88

Results of the Mulliken charge analysis, in e, for atoms 1 through 8:
1 Sr 1.6159
2 C 0.2326
3 O 0.8422
4 O -0.7316
5 C 0.0450
6 F 0.0035
7 F 0.3503
8 F 0.0059